The following is a quantum chemistry calculation of the molecule ClH2O2PS in a non-equilibrium geometry, from the OMol25 dataset.

The value obtained for the relative energy (zero: lowest compared OMol25 entry of this formula, charge and spin) is 14.5 kcal per mole. As for the SMILES: OP(O)(=S)Cl. Its largest force on an atom is 0.094 Eh/bohr. For the HOMO-LUMO gap, the calculation gives 9.47 eV.

```
! wB97M-V def2-TZVPD RIJCOSX def2/J DEFGRID3
* xyz 0 1
O 1.0370 -0.1834 0.7366
P -0.3335 -0.2102 -0.1076
O 0.3005 -0.0414 -1.5205
S -1.5494 -1.6715 0.1192
Cl -1.2896 1.8855 0.4182
H 0.8526 -0.3028 1.7220
H 0.9824 0.5238 -1.3680
*
```

---

The following is a quantum chemistry calculation of a cluster of 3 separate species, C34H85BIN6O9P4 in total in a non-equilibrium geometry, from the OMol25 dataset.

Its largest force on an atom is 0.166 Eh/bohr. For the HOMO-LUMO gap, the calculation gives 4.37 eV.

```
! wB97M-V def2-TZVPD RIJCOSX def2/J DEFGRID3
* xyz -1 1
C -1.9333 -4.0075 0.7046
C -2.8208 -3.6163 -0.5252
C -2.5664 -2.1002 -0.8662
I -4.0409 -0.7973 0.0961
C -2.3802 -1.8068 -2.3866
C -0.7998 -2.0197 -2.5711
O -0.1088 -0.8809 -2.0887
C 1.0839 -1.2013 -1.3818
O -2.4736 -0.4037 -2.5806
P -3.4044 0.1055 -3.9695
O -4.6323 0.4229 -5.2186
C -1.9016 0.4057 -5.0664
C -0.8256 1.3611 -4.4648
C 0.4683 1.2773 -5.3795
C 1.6990 0.6780 -4.6351
C 2.4464 1.6955 -3.7000
C 3.9651 1.3138 -3.5844
C 4.2552 0.5102 -2.2634
C 4.3456 -1.0338 -2.4499
O 3.6176 -1.5143 -3.5735
C 4.2656 -2.6136 -4.1909
C -3.6530 1.9008 -3.3854
B -5.1706 2.3053 -3.2120
O -6.1794 1.5487 -2.5763
O -5.5847 3.6004 -3.7013
O -3.5747 -1.5726 -4.4983
C -3.2654 -2.5318 -3.4871
C -2.4954 -3.6189 -4.3477
P -4.9172 -3.3404 -3.1736
C -4.8844 -5.1191 -2.6090
C -5.9205 -5.4317 -1.4533
C -6.2720 -2.3027 -2.4613
C -7.4080 -2.1484 -3.5581
H -2.0972 -3.3193 1.5521
H -2.1461 -5.0630 0.9580
H -0.8718 -3.9359 0.3861
H -2.4162 -4.1852 -1.3877
H -3.8958 -3.7833 -0.3634
H -1.6273 -1.8513 -0.3322
H -0.5445 -2.9609 -2.0382
H -0.5375 -2.1106 -3.6485
H 1.9397 -0.7388 -1.9111
H 1.2261 -2.2749 -1.1638
H 1.0217 -0.6909 -0.3929
H -4.5421 -0.2035 -3.1434
H -4.3176 1.1108 -5.8158
H -1.4288 -0.5779 -5.2825
H -2.1755 0.8194 -6.0634
H -1.1276 2.4293 -4.5144
H -0.5827 1.1590 -3.4071
H 0.7057 2.2783 -5.8054
H 0.2631 0.6197 -6.2509
H 2.4343 0.3861 -5.4227
H 1.4299 -0.2712 -4.1304
H 1.9356 1.6726 -2.7160
H 2.3129 2.6963 -4.1522
H 4.5348 2.2666 -3.5502
H 4.3361 0.7518 -4.4615
H 3.4794 0.7912 -1.5248
H 5.2455 0.8423 -1.8890
H 3.9212 -1.5118 -1.5378
H 5.4024 -1.3648 -2.5397
H 4.5295 -3.4183 -3.4765
H 5.1990 -2.2339 -4.6707
H 3.6049 -2.9773 -4.9951
H -3.1487 2.0123 -2.3912
H -3.1955 2.6586 -4.0672
H -6.3797 0.8285 -3.1929
H -5.8305 4.0847 -2.9028
H -1.7059 -3.1220 -4.9313
H -2.0497 -4.3460 -3.6218
H -3.2029 -4.1867 -4.9724
H -3.9106 -5.4975 -2.2441
H -5.1974 -5.7599 -3.4559
H -5.6790 -6.3789 -0.9311
H -5.9538 -4.6125 -0.7081
H -6.9422 -5.5558 -1.8717
H -6.7644 -2.8142 -1.6069
H -6.0117 -1.2884 -2.1233
H -8.1833 -2.9291 -3.3879
H -7.0150 -2.3503 -4.5746
H -7.8903 -1.1534 -3.5327
O 2.4256 -1.9662 1.8864
P 3.3867 -1.4200 2.9349
N 3.9842 -0.0961 1.9891
C 5.2600 0.5809 2.1223
C 2.9615 0.8707 1.5794
N 4.5002 -2.7483 2.8504
C 5.8941 -2.5995 2.4852
C 3.9936 -3.9972 2.2876
N 4.1919 -0.8587 4.4052
C 4.3077 -1.8810 5.4740
C 3.4479 0.2665 5.0306
H 5.3206 1.2350 3.0035
H 5.4415 1.2075 1.2442
H 6.1045 -0.1002 2.1528
H 2.6866 1.5506 2.3948
H 2.0517 0.3709 1.2504
H 3.3097 1.4752 0.7376
H 6.0158 -2.2896 1.4399
H 6.4304 -3.5445 2.6189
H 6.4089 -1.8980 3.1445
H 3.9590 -3.9674 1.1926
H 2.9952 -4.2194 2.6597
H 4.6289 -4.8372 2.5861
H 3.3376 -2.3219 5.7204
H 4.7242 -1.4322 6.3794
H 4.9891 -2.6832 5.2050
H 2.4151 -0.0112 5.2526
H 3.4253 1.1473 4.3913
H 3.9306 0.5830 5.9572
O 0.9397 2.4320 4.6012
P 0.4582 3.6581 5.3822
N -1.1101 3.6992 4.6417
C -1.9595 4.8578 4.4311
C -1.9487 2.5303 4.9165
N 1.5058 4.7417 4.5194
C 1.0222 5.8302 3.6915
C 2.6864 4.1618 3.8866
N 0.0672 5.0000 6.4686
C 1.2390 5.6599 7.0967
C -0.7639 4.5434 7.6119
H -2.4291 5.2317 5.3513
H -2.7666 4.6051 3.7387
H -1.4429 5.6861 3.9592
H -2.4017 2.5713 5.9174
H -1.3744 1.6063 4.8535
H -2.7553 2.4477 4.1854
H 0.4887 5.4678 2.8054
H 1.8547 6.4529 3.3500
H 0.3857 6.5125 4.2574
H 2.4405 3.6657 2.9423
H 3.1703 3.4402 4.5434
H 3.4302 4.9373 3.6801
H 1.8825 4.9403 7.6107
H 0.9059 6.4065 7.8219
H 1.8418 6.2022 6.3744
H -0.2719 3.7472 8.1777
H -1.7349 4.1738 7.2826
H -0.9718 5.3711 8.2910
*
```

---

The following is a quantum chemistry calculation of a cluster of 2 separate species, C7H12N2O2 in total in a non-equilibrium geometry, from the OMol25 dataset.

The value obtained for the relative energy (zero: lowest compared OMol25 entry of this formula, charge and spin) is 113.5 kcal per mole. Its largest force on an atom is 0.093 Eh/bohr. For the HOMO-LUMO gap, the calculation gives 7.82 eV.

```
! wB97M-V def2-TZVPD RIJCOSX def2/J DEFGRID3
* xyz 0 1
C -2.2003 1.4508 -1.0681
C 0.2786 0.3160 -2.8596
C -0.6566 -0.9888 0.1175
C -0.1818 0.3139 -0.4523
C 0.5633 -0.2567 0.6594
C 0.4213 0.3119 2.0331
C 1.9729 -0.8054 0.5085
N -0.7493 -0.2043 -3.4298
N -1.0596 1.4296 -0.3452
O -2.7793 0.6062 -1.7017
O 1.3398 0.7498 -3.2247
H -2.8166 2.3380 -0.9730
H -1.5080 -0.9109 0.7050
H -0.4941 -1.7942 -0.7108
H 0.5597 -0.4852 2.7041
H -0.4930 0.7375 2.1835
H 0.9811 1.1622 2.2756
H 2.7322 -0.2253 1.0619
H 2.3518 -0.9634 -0.4264
H 1.9650 -1.7642 1.0655
H -1.5710 -0.2410 -2.8298
H -0.8757 -0.1607 -4.4998
H -0.6504 2.1659 0.1639
*
```

---

The following is a quantum chemistry calculation of the molecule C5H8O in a non-equilibrium geometry, from the OMol25 dataset.

The value obtained for the relative energy (zero: lowest compared OMol25 entry of this formula, charge and spin) is 92.5 kcal per mole. Its largest force on an atom is 0.042 Eh/bohr. For the HOMO-LUMO gap (alpha / beta), the calculation gives 8.02 / 8.03 eV.

```
! wB97M-V def2-TZVPD RIJCOSX def2/J DEFGRID3
* xyz 0 1
C 1.9837 -0.5369 -0.0633
C 0.7096 0.2931 -0.1197
C -0.5539 -0.3130 -0.5501
C -1.7482 0.4759 -0.0960
C -0.9854 0.7580 1.5124
O -1.3078 0.4403 2.6013
H 2.6221 -0.1838 0.7510
H 1.7731 -1.5979 0.1165
H 2.6070 -0.4912 -0.9776
H 0.8603 1.3372 -0.3887
H -0.8628 -0.1644 -1.5969
H -0.6051 -1.3814 -0.2990
H -1.8024 1.4540 -0.6062
H -2.6903 -0.0899 -0.2836
*
```

---

The following is a quantum chemistry calculation of the molecule CH3F2OP in a non-equilibrium geometry, from the OMol25 dataset.

The value obtained for the relative energy (zero: lowest compared OMol25 entry of this formula, charge and spin) is 69.8 kcal per mole. As for the SMILES: OPC(F)F. Its largest force on an atom is 0.091 Eh/bohr. For the HOMO-LUMO gap, the calculation gives 10.40 eV.

```
! wB97M-V def2-TZVPD RIJCOSX def2/J DEFGRID3
* xyz 0 1
O 1.4926 0.5623 0.1640
P 0.4146 -0.3681 0.9497
C -0.9267 0.0305 -0.2157
F -1.8929 -0.8945 -0.3702
F -1.4959 1.2104 0.1325
H 2.3040 0.8291 0.5713
H 0.5032 -1.6914 0.1121
H -0.3988 0.3217 -1.3437
*
```

---

The following is a quantum chemistry calculation of the molecule C5H10N2O3 in a non-equilibrium geometry, from the OMol25 dataset.

The value obtained for the relative energy (zero: lowest compared OMol25 entry of this formula, charge and spin) is 104.6 kcal per mole. As for the SMILES: CCN(COC(C)=O)N=O. Its largest force on an atom is 0.071 Eh/bohr. For the HOMO-LUMO gap, the calculation gives 10.09 eV.

```
! wB97M-V def2-TZVPD RIJCOSX def2/J DEFGRID3
* xyz 0 1
C -0.6054 -0.2426 -2.5014
C -0.1543 -1.5631 -1.7025
N 0.7669 -1.0363 -0.7315
C 0.4552 -0.6543 0.6504
O 0.0305 0.6451 0.9090
C -0.3419 0.7745 2.1883
C -0.3760 2.1477 2.6261
O -0.7372 -0.1571 2.8480
N 2.0226 -0.6683 -1.0644
O 2.3488 -0.9275 -2.1810
H 0.2736 0.1633 -2.9778
H -1.5079 -0.1679 -3.1244
H -0.9690 0.4388 -1.7455
H 0.2869 -2.2519 -2.3999
H -1.0589 -1.8951 -1.2087
H -0.4019 -1.1927 0.8363
H 1.1894 -1.1029 1.3462
H 0.5002 2.8019 2.4016
H -0.6145 2.0354 3.6652
H -1.1072 2.8530 2.1662
*
```

---

The following is a quantum chemistry calculation of the molecule C8H14 in a non-equilibrium geometry, from the OMol25 dataset.

The value obtained for the relative energy (zero: lowest compared OMol25 entry of this formula, charge and spin) is 54.5 kcal per mole. As for the SMILES: C=C(C)C(=C)CCC. Its largest force on an atom is 0.060 Eh/bohr. For the HOMO-LUMO gap, the calculation gives 9.45 eV.

```
! wB97M-V def2-TZVPD RIJCOSX def2/J DEFGRID3
* xyz 0 1
C -0.6226 1.7228 -1.9444
C -0.1426 0.5908 -1.4269
C 0.9962 0.0005 -2.3013
C -0.6785 -0.2050 -0.3446
C -2.0161 -0.2807 -0.1824
C 0.2601 -1.0225 0.5532
C 1.0656 -0.2950 1.6270
C 0.1903 -0.0862 2.8493
H -0.1913 2.1308 -2.8512
H -1.2587 2.5100 -1.5552
H 1.5432 0.8508 -2.6935
H 0.7897 -0.5207 -3.2430
H 1.6822 -0.6520 -1.7570
H -2.7105 -0.3184 -1.0112
H -2.4387 -0.5343 0.7877
H 0.8966 -1.5967 -0.1254
H -0.4538 -1.7652 0.9242
H 1.3651 0.6645 1.1668
H 1.9374 -0.9339 1.7900
H 0.5161 0.5810 3.6561
H 0.1253 -1.0464 3.3809
H -0.8548 0.2060 2.7008
*
```